# C40H104F6N6O17P

A 10-piece molecular cluster, C40H104F6N6O17P overall in a non-equilibrium geometry (wB97M-V/def2-TZVPD, the OMol25 dataset).

Values from the calculation:
- total charge = -1
- maximum force (eV Å⁻¹) = 2.847
- Kohn-Sham gap (eV) = 8.8
- E_LUMO (eV) = 1.885

Cartesian coordinates (Å):
P 1.0323 1.3966 -1.6427
F 0.1878 1.5922 -3.0864
F 2.0986 2.5240 -2.1020
F 0.0132 2.5522 -0.9677
F 1.9843 1.2956 -0.2552
F 0.0958 0.1761 -1.0977
F 1.9976 0.2307 -2.2550
C 6.0562 -3.2829 -3.1824
O 6.6826 -3.0737 -4.4306
C 5.9537 -2.1011 -5.2175
C 6.4367 -2.1447 -6.6756
N 6.0704 -3.3317 -7.5334
C 4.6562 -3.6134 -7.4555
C 4.2502 -4.5741 -8.6354
O 2.8520 -4.7887 -8.5062
C 2.3404 -5.7127 -9.4585
H 5.0755 -3.7578 -3.2138
H 5.9814 -2.3391 -2.6423
H 6.5364 -3.9719 -2.4875
H 6.1100 -1.1048 -4.8040
H 4.9062 -2.3915 -5.1366
H 7.5139 -1.9784 -6.6812
H 6.1381 -1.2727 -7.2576
H 6.5795 -4.0711 -7.0706
H 3.9449 -2.7914 -7.5364
H 4.4768 -4.0462 -6.4713
H 4.7632 -5.5231 -8.4795
H 4.5696 -4.0666 -9.5457
H 1.3742 -6.0751 -9.1077
H 3.0671 -6.5251 -9.4654
H 2.4223 -5.4264 -10.5071
C -4.2358 -3.3599 -0.7338
O -4.9721 -2.5037 0.1160
C -4.8674 -2.6954 1.5378
C -3.4187 -2.4440 1.9823
N -3.3605 -2.3152 3.4327
C -2.0957 -1.7979 3.8684
C -1.9148 -1.9938 5.3766
O -1.7234 -3.3111 5.7460
C -1.4714 -3.5149 7.1214
H -4.0595 -4.4062 -0.4844
H -3.2440 -2.9193 -0.6321
H -4.4950 -3.3114 -1.7914
H -5.2428 -3.6458 1.9173
H -5.5373 -2.0591 2.1161
H -3.0493 -1.5166 1.5446
H -2.6945 -3.1869 1.6482
H -3.3989 -3.2216 3.8767
H -1.9256 -0.7769 3.5267
H -1.3494 -2.4832 3.4666
H -2.7882 -1.5476 5.8521
H -1.0371 -1.4625 5.7446
H -0.6988 -2.8370 7.4842
H -1.2779 -4.5725 7.3009
H -2.3518 -3.2464 7.7052
C -11.2957 7.5643 -0.8421
O -10.6164 7.4157 -2.0867
C -11.3215 7.9686 -3.1805
C -10.6099 7.5228 -4.4667
N -9.2264 8.1008 -4.4925
C -8.3455 7.3994 -5.4326
C -6.8580 7.6694 -4.9912
O -6.5686 7.1968 -3.7032
C -5.1320 6.9824 -3.6242
H -10.5756 7.5475 -0.0240
H -12.0252 6.7743 -0.6638
H -11.6697 8.5844 -0.7546
H -11.3198 9.0553 -3.0967
H -12.3517 7.6194 -3.2501
H -11.1159 8.0234 -5.2922
H -10.7601 6.4495 -4.5838
H -8.8704 8.0090 -3.5519
H -8.4682 7.8373 -6.4232
H -8.5136 6.3227 -5.4556
H -6.6992 8.7410 -5.1120
H -6.2888 7.2216 -5.8058
H -4.6571 7.9610 -3.6939
H -4.7788 6.3628 -4.4484
H -4.8202 6.5404 -2.6779
C 5.9994 -0.7584 4.9126
O 6.6529 -1.3903 5.9591
C 6.0152 -1.2720 7.2749
C 6.7095 -2.1839 8.2647
N 8.1512 -1.9382 8.4429
C 8.8005 -3.0020 9.2780
C 10.2864 -3.0857 9.0367
O 10.4597 -3.4344 7.6448
C 11.8321 -3.6130 7.3414
H 5.7865 0.3008 5.0574
H 5.1322 -1.2111 4.4318
H 6.6953 -0.6872 4.0768
H 5.0036 -1.6480 7.1215
H 6.0042 -0.2626 7.6862
H 6.6536 -3.1972 7.8669
H 6.2033 -2.1032 9.2266
H 8.6006 -1.7654 7.5550
H 8.5349 -4.0437 9.0978
H 8.5494 -2.7787 10.3150
H 10.7971 -3.7715 9.7127
H 10.7567 -2.1171 9.2065
H 12.3781 -4.3377 7.9455
H 12.3104 -2.6369 7.4214
H 11.8391 -3.8393 6.2752
C -5.8906 2.5555 0.0045
O -7.2631 2.2335 0.1815
C -8.2009 2.9058 -0.5854
C -8.0226 2.5841 -2.1249
N -8.2066 1.1680 -2.3868
C -8.3008 0.8249 -3.8346
C -6.9596 0.9047 -4.6468
O -6.8052 2.2454 -5.1631
C -5.5635 2.4661 -5.8247
H -5.7903 3.6365 -0.0928
H -5.4757 2.1723 -0.9277
H -5.2650 2.2805 0.8536
H -8.2945 3.9794 -0.4218
H -9.2624 2.7252 -0.4160
H -7.1151 3.0868 -2.4591
H -8.9039 2.9808 -2.6290
H -7.6218 0.5222 -1.8759
H -9.1711 1.3092 -4.2774
H -8.6204 -0.2100 -3.9567
H -6.9637 0.2915 -5.5479
H -6.0843 0.5659 -4.0925
H -4.7484 2.4295 -5.1020
H -5.5440 3.4775 -6.2307
H -5.4029 1.7732 -6.6507
C 1.2092 -5.1409 -2.1993
O 0.1982 -5.9184 -1.5137
C 0.5579 -6.5041 -0.2914
C 1.4125 -5.6677 0.7724
N 1.4161 -6.3567 2.1020
C 2.2852 -5.6095 3.0801
C 2.5608 -6.5544 4.2179
O 3.7042 -6.2430 4.9702
C 4.3021 -7.2158 5.7365
H 0.9067 -4.7003 -3.1493
H 2.0853 -5.7108 -2.5087
H 1.5869 -4.2723 -1.6600
H 1.0637 -7.4607 -0.4226
H -0.4097 -6.6785 0.1791
H 0.9848 -4.6662 0.8204
H 2.3682 -5.6125 0.2510
H 0.4793 -6.4120 2.4754
H 1.7733 -4.7605 3.5332
H 3.2306 -5.2420 2.6809
H 2.7066 -7.5093 3.7128
H 1.7255 -6.6061 4.9162
H 5.2872 -6.7950 5.9382
H 4.4608 -8.1462 5.1912
H 3.7758 -7.5219 6.6406
C 6.5268 4.0062 0.2366
C 6.2963 5.4298 -0.3067
O 5.6832 6.1617 0.7178
O 6.5753 3.1256 -0.8946
H 5.6832 3.7443 0.8752
H 7.4434 3.9415 0.8229
H 5.5734 5.4990 -1.1195
H 7.2025 5.8589 -0.7343
H 5.1947 6.8506 0.2613
H 5.6907 3.0798 -1.2647
C 1.4108 4.9146 3.6966
C 1.7778 6.0380 4.6842
O 1.4221 5.6740 6.0075
O -0.0330 4.8767 3.5516
H 1.8031 3.9851 4.1092
H 1.8331 5.0440 2.7002
H 1.1045 6.8406 4.3831
H 2.7347 6.5597 4.6638
H 0.6255 5.1421 5.9441
H -0.1788 4.3714 2.7485
O 1.2414 4.7002 -5.8807
H 1.1739 5.6033 -5.5706
H 0.7984 4.1820 -5.2088

Atoms 1-6, force components in eV/Å:
P 0.6658 -0.1463 0.6794
F 0.8797 -0.6242 1.5824
F -0.6018 0.3245 -0.4938
F 1.2125 -1.3150 -0.4195
F -1.4762 0.1956 -0.2979
F -0.2811 1.1677 -0.2983

Atomic partial charges in e from the Mulliken method, atoms 1 to 8: number 1, P, carries 1.211; number 2, F, carries -0.378; number 3, F, carries -0.361; number 4, F, carries -0.384; number 5, F, carries -0.385; number 6, F, carries -0.347; number 7, F, carries -0.362; number 8, C, carries -0.682

# C40H108As5F30N7O7

C40H108As5F30N7O7 as an isolated structure in a non-equilibrium geometry (wB97M-V/def2-TZVPD, the OMol25 dataset).

Values from the calculation:
- total charge = +2
- maximum force (eV Å⁻¹) = 2.774
- Kohn-Sham gap (eV) = 6.0
- E_LUMO (eV) = -5.186

Cartesian coordinates (Å):
C 4.0482 0.7729 3.7322
C 2.7504 -0.0577 3.3879
N 1.4454 0.7821 3.0114
C 0.2214 -0.1780 2.7676
C 1.0847 1.6532 4.3315
C 0.0595 2.7729 4.0376
C 1.7704 1.6696 1.8199
C 2.4619 1.0223 0.6699
O 1.6327 -0.0463 0.2186
C 0.5300 0.4347 -0.5367
H 4.0803 1.5368 4.5091
H 4.4806 1.1071 2.7891
H 4.8112 0.0281 3.9585
H 2.4690 -0.6718 4.2433
H 2.9258 -0.8173 2.6260
H -0.0675 -0.5868 3.7359
H 0.4940 -0.9237 2.0208
H -0.5137 0.3951 2.2027
H 2.0314 2.1228 4.5984
H 0.7496 0.9671 5.1094
H -0.1440 3.3299 4.9521
H -0.8814 2.5300 3.5438
H 0.6044 3.3663 3.3034
H 2.3328 2.4980 2.2507
H 0.8104 2.1437 1.6158
H 3.4308 0.5888 0.9176
H 2.6945 1.8007 -0.0568
H 0.9144 1.0729 -1.3324
H -0.2328 1.0241 -0.0279
H 0.1207 -0.4631 -0.9999
C -4.5922 2.7768 -8.4262
C -5.9522 2.0843 -8.8510
N -6.1759 1.8785 -10.4258
C -5.8598 3.1409 -11.1434
C -5.2662 0.6689 -10.9102
C -5.0121 0.6439 -12.5240
C -7.6763 1.6867 -10.6759
C -8.2248 0.4843 -9.9455
O -8.3380 0.6250 -8.5777
C -9.0935 -0.3769 -7.8797
H -4.4712 3.7224 -8.9548
H -3.7038 2.2286 -8.7397
H -4.5165 2.8535 -7.3415
H -6.8541 2.5383 -8.4404
H -5.7694 1.0892 -8.4454
H -6.2485 3.0416 -12.1568
H -4.7722 3.1505 -11.2153
H -6.4019 3.9147 -10.5998
H -5.6682 -0.2850 -10.5689
H -4.3240 0.8936 -10.4103
H -4.4918 1.5383 -12.8665
H -5.9069 0.4710 -13.1219
H -4.4937 -0.2304 -12.9178
H -7.7350 1.5668 -11.7577
H -8.0525 2.6777 -10.4220
H -7.7889 -0.4592 -10.2740
H -9.2477 0.2745 -10.2583
H -9.1002 -0.2497 -6.7972
H -8.7742 -1.3852 -8.1433
H -10.1599 -0.3081 -8.0945
C -8.3715 -7.7729 -1.1198
C -7.2137 -7.5136 -0.1789
N -6.7403 -6.0299 -0.0980
C -6.0207 -5.6211 -1.3596
C -7.9501 -5.0350 0.0104
C -8.7476 -5.2469 1.3351
C -5.7609 -5.8900 1.1388
C -4.3826 -6.5287 1.0982
O -3.4954 -5.9155 0.2022
C -2.1249 -6.3491 0.4516
H -9.3340 -7.3847 -0.7868
H -8.4876 -8.8551 -1.1788
H -8.2761 -7.4890 -2.1678
H -6.3576 -8.1608 -0.3693
H -7.5757 -7.7357 0.8250
H -5.2678 -6.3614 -1.6297
H -5.4971 -4.6686 -1.2776
H -6.7773 -5.5587 -2.1418
H -8.6091 -5.1410 -0.8513
H -7.5273 -4.0306 0.0316
H -9.6821 -4.6935 1.2430
H -8.2417 -4.7327 2.1522
H -9.0110 -6.2826 1.5498
H -6.3060 -6.1152 2.0554
H -5.5189 -4.8274 1.1198
H -4.5544 -7.5681 0.8187
H -4.0513 -6.5548 2.1363
H -1.8883 -7.3568 0.1103
H -1.8694 -6.3024 1.5102
H -1.4057 -5.6649 0.0011
C 13.1376 -2.7555 0.6161
C 12.0913 -2.1666 -0.3772
C 11.6573 -0.7090 -0.0846
O 10.5762 -0.3581 -0.9489
C 10.2510 1.0253 -0.8976
N 12.6559 -2.3429 -1.8215
H 11.9976 -2.1702 -2.5678
H 13.4732 -1.7547 -1.8992
H 12.9287 -3.3083 -1.9390
H 13.5836 -3.6628 0.2087
H 12.5610 -3.0410 1.4959
H 13.8903 -2.0170 0.8922
H 11.3067 -2.9106 -0.2397
H 12.5006 -0.0263 -0.1891
H 11.3494 -0.5395 0.9472
H 10.9458 1.5260 -1.5719
H 10.2915 1.4366 0.1110
H 9.2253 1.2323 -1.2029
C -3.9284 12.0573 -1.6099
C -3.8293 10.6376 -2.3905
C -2.3095 10.1928 -2.6474
O -2.1928 8.8807 -3.2226
C -0.8291 8.5991 -3.5255
N -4.6954 9.7136 -1.5768
H -4.3739 9.4972 -0.6441
H -5.6722 9.9588 -1.5002
H -4.6336 8.8050 -2.0135
H -3.5225 11.8844 -0.6131
H -4.9578 12.3677 -1.4306
H -3.3969 12.8538 -2.1308
H -4.3698 10.6926 -3.3355
H -1.7438 10.4165 -1.7430
H -1.8310 10.8314 -3.3900
H -0.2383 8.6940 -2.6145
H -0.3030 9.1709 -4.2899
H -0.7891 7.5436 -3.7945
C 3.8556 0.6026 14.0383
C 3.6129 1.8734 13.3036
C 4.7901 2.3755 12.4111
O 4.3595 3.3137 11.4420
C 5.3268 3.9571 10.5756
N 2.3087 1.6942 12.5277
H 2.1051 2.4964 11.9488
H 2.3979 0.9005 11.9095
H 1.4614 1.5817 13.0658
H 4.6557 0.6547 14.7767
H 4.1301 -0.3024 13.4963
H 2.9655 0.2834 14.5804
H 3.3285 2.6157 14.0493
H 5.2329 1.6134 11.7699
H 5.5946 2.7811 13.0246
H 5.9616 3.2187 10.0857
H 5.9246 4.6515 11.1659
H 4.7620 4.5703 9.8734
C 2.5361 -5.6640 -7.2407
C 2.6394 -6.6857 -8.3427
C 3.8083 -6.3733 -9.3005
O 4.1147 -7.5369 -10.1818
C 5.1561 -7.3838 -11.1581
N 2.7763 -8.1696 -7.9472
H 3.5785 -8.1220 -7.3354
H 1.9079 -8.5711 -7.6237
H 3.1626 -8.7397 -8.6860
H 2.2462 -4.6858 -7.6241
H 3.4950 -5.5482 -6.7355
H 1.8852 -5.9585 -6.4175
H 1.6787 -6.8276 -8.8377
H 4.6520 -6.0214 -8.7069
H 3.5692 -5.5456 -9.9681
H 5.3822 -8.3359 -11.6382
H 6.0900 -7.0411 -10.7126
H 4.9033 -6.6547 -11.9280
As 11.4140 -0.5321 9.0277
F 13.0144 0.2572 8.8280
F 10.6371 0.6479 7.8887
F 9.8505 -1.2134 9.4801
F 12.1851 -1.8336 10.0343
F 11.1888 0.5690 10.3615
F 11.6626 -1.5624 7.5895
As 5.4607 8.4922 2.2260
F 6.9521 8.8414 1.2457
F 6.0089 9.5515 3.6242
F 4.0643 8.0593 3.1483
F 4.9078 7.3528 0.8704
F 6.4927 7.1133 2.9301
F 4.6180 9.8833 1.4539
As -7.1768 2.7962 0.0461
F -5.6826 3.1413 -0.8363
F -6.4177 1.3068 0.7608
F -8.6315 2.5713 1.0048
F -7.9550 4.2904 -0.6699
F -7.8725 1.7091 -1.2346
F -6.4868 3.8057 1.3812
As -6.4494 0.4303 9.0552
F -7.4104 1.1188 10.3971
F -7.8804 -0.4910 8.4981
F -5.5175 -0.2207 7.7032
F -5.0073 1.3464 9.6085
F -5.9220 -0.8228 10.1347
F -6.9266 1.8141 8.0506
As 2.0818 -5.2303 9.7968
F 0.6163 -4.8083 8.8223
F 0.9933 -5.0378 11.2043
F 3.4447 -5.8455 10.7812
F 3.0830 -5.4458 8.3093
F 2.4918 -3.5174 9.9161
F 1.6089 -6.9517 9.6983

Atoms 1-6, force components in eV/Å:
C -0.2500 -1.3545 -1.5985
C -0.5544 0.7658 1.1771
N 0.5584 -1.2519 1.4343
C 1.5803 0.9088 -0.7347
C -0.4435 -0.0722 -1.4977
C 1.1120 -0.4148 -0.7691

Atomic partial charges in e from the Mulliken method, atoms 1 to 8: number 1, C, carries -1.097; number 2, C, carries -0.581; number 3, N, carries 0.171; number 4, C, carries -0.889; number 5, C, carries -0.294; number 6, C, carries -1.118; number 7, C, carries -0.875; number 8, C, carries -0.891

| no. | HOMO (eV) | calculated total energy (eV) |
| --- | --- | --- |
| 1 | -6.89 | -112503.0605 |
| 2 | -11.23 | -453696.3482 |